{"formula": "C3H3N2S", "method": "the ωB97M-V functional and the def2-TZVPD basis", "homo_ev": -15.7564, "max_force_ev_per_a": 4.16, "de_lowest_kj_mol": 199.5, "spin_multiplicity": 1, "charge": 1, "orbital_gap_ha": 0.294, "energy_ev": -16964.085, "species": ["C", "C", "C", "N", "N", "S", "H", "H", "H"], "xyz": [[0.3107, 1.1652, -0.0938], [-1.2339, -0.3542, 0.0692], [1.4038, 0.3374, -0.0532], [-0.9574, 0.9686, -0.0277], [-0.2250, -1.1015, -0.1492], [2.7685, -0.3279, 0.0676], [0.6301, 2.1846, -0.2395], [-2.3164, -0.7145, 0.4227], [-0.3805, -2.1577, 0.0038]]}